{
  "formula": "C5H8O",
  "method": "wB97M-V/def2-TZVPD",
  "total_energy_ev": -7355.8070,
  "orbital_gap_ha": [0.2825, 0.2824],
  "fmax_ev_per_a": 0.55,
  "homo_ev": [-8.86, -8.86],
  "total_charge": 0,
  "species": ["H", "H", "H", "H", "C", "C", "C", "C", "H", "O", "H", "H", "C", "H"],
  "xyz": [[3.520915, 0.754005, -0.215157], [-2.076217, 0.551055, 0.237481], [-0.756495, 1.253583, 1.187698], [-0.076554, -2.241489, -0.050066], [-0.361948, -1.461703, 0.665249], [2.486971, 0.497401, -0.136777], [1.313194, 0.227646, -0.058945], [-0.058641, -0.115456, 0.082815], [-1.429396, -1.559025, 0.880059], [-0.879839, 1.983303, -0.695239], [-0.355194, 0.073954, -1.828929], [-0.553098, 0.874525, -1.843564], [-1.057662, 0.984452, 0.125196], [0.223657, -1.631712, 1.575646]],
  "forces_ev_per_angstrom": [[-0.17, -0.04, 0.00], [0.14, 0.11, -0.10], [0.06, -0.04, 0.05], [-0.02, 0.16, 0.09], [-0.08, -0.01, 0.01], [-0.48, -0.11, 0.04], [0.54, 0.10, -0.05], [0.01, 0.10, 0.11], [0.16, 0.01, -0.03], [-0.04, -0.09, -0.15], [-0.01, 0.00, -0.04], [-0.02, 0.06, 0.22], [-0.01, -0.25, -0.02], [-0.07, 0.01, -0.14]]
}